[1]
Computed, not measured: an isolated molecule of C14H18ClN3S, with ωB97M-V/def2-TZVPD.

```
! RIJCOSX wB97M-V def2-TZVPD def2/J DEFGRID3
* xyz 0 1
C -4.77898 -2.05107 0.34834
C -3.48106 -1.35600 0.12332
C -3.21646 -0.02669 0.22425
C -1.84893 0.26548 -0.07254
C -1.08079 1.43331 -0.12851
N 0.19063 1.43054 -0.44201
C 0.78606 0.27032 -0.71104
N 0.18047 -0.90305 -0.70307
C -1.10249 -0.89528 -0.39393
S -2.08472 -2.31386 -0.33153
C 2.24960 0.30277 -1.03509
N 3.01146 0.62754 0.15885
C 2.96754 -0.39783 1.18495
C 3.83668 -1.62276 0.87447
C 5.27563 -1.18517 0.61213
C 5.30220 -0.12861 -0.48973
C 4.37769 1.03305 -0.10563
H 4.36876 1.79205 -0.89116
H 4.75406 1.49938 0.81098
H 4.96739 -0.56897 -1.43136
H 6.31728 0.24497 -0.63521
H 5.88784 -2.04478 0.32988
H 5.69548 -0.75950 1.52741
H 3.44037 -2.13885 -0.00207
H 3.79671 -2.31645 1.71583
H 1.92843 -0.70187 1.32720
H 3.31688 0.06554 2.11376
H 2.41847 1.10197 -1.76059
H 2.51412 -0.66416 -1.48866
Cl -1.75347 2.97998 0.20039
C -4.22407 1.00820 0.59995
H -5.18931 0.55106 0.79495
H -4.33269 1.73633 -0.20182
H -3.89898 1.54233 1.49084
H -5.12360 -1.90077 1.37118
H -5.54218 -1.66760 -0.32834
H -4.66591 -3.11742 0.17439
*
```

Output
LUMO, eV: 0.599
Relative energy (zero: lowest compared OMol25 entry of this formula, charge and spin), eV: 0.065
DFT total energy, eV: -42638.841
SMILES: Cc1sc2nc(CN3CCCCC3)nc(Cl)c2c1C
Kohn-Sham gap, eV: 8.75

[2]
Computed, not measured: a structure of composition C31H28BN6O5OsS at a distorted geometry, with ωB97M-V/def2-TZVPD.

```
! RIJCOSX wB97M-V def2-TZVPD def2/J DEFGRID3
* xyz 1 5
Os -0.68937 -0.70588 -0.80819
N 3.91908 -1.32457 -10.06121
C 3.40512 -1.26038 -9.03651
C 2.76044 -1.17950 -7.74942
C 2.51054 -2.34282 -7.02768
C 1.89760 -2.26070 -5.78949
C 1.52157 -1.02284 -5.27237
C 1.77004 0.13620 -6.00454
C 2.39350 0.06202 -7.23772
C 0.85966 -0.94166 -3.94156
C -0.40075 -0.34798 -3.87793
C -1.23549 0.05328 -4.96740
C -2.36269 0.62089 -4.43481
C -2.20318 0.58365 -3.03318
N -1.04468 -0.00972 -2.69262
C 1.55772 -1.44535 -2.84231
C 2.93112 -1.82635 -2.79708
C 3.20672 -2.23514 -1.51364
C 2.00717 -2.11424 -0.79465
N 1.01029 -1.64483 -1.57340
H 2.79518 -3.30155 -7.43841
H 1.69874 -3.16170 -5.22371
H 1.48628 1.09871 -5.59865
H 2.60072 0.95869 -7.80510
H -0.99969 -0.07854 -6.01033
H -3.20153 1.03848 -4.96543
H -2.85117 0.99318 -2.27187
H 3.61679 -1.76787 -3.62600
H 4.14511 -2.59279 -1.12458
H 1.82160 -2.38601 0.23392
C 2.15464 2.92174 1.89747
C 1.11916 2.82196 0.79647
C 1.51285 3.68909 -0.38738
O 1.11254 1.44012 0.30531
B -0.18901 1.11504 0.06059
O -1.10104 2.03477 0.49447
C -0.35978 3.03167 1.27175
C -0.93420 4.39799 0.95943
C -0.58572 2.67856 2.73295
H 3.14828 2.76904 1.47739
H 1.99137 2.17616 2.67307
H 2.13271 3.91157 2.35658
H 2.48055 3.35278 -0.75835
H 1.60034 4.73702 -0.10063
H 0.79029 3.61128 -1.20067
H -0.94122 4.59504 -0.10996
H -0.35558 5.17988 1.45447
H -1.95866 4.45581 1.32641
H -0.21916 1.67579 2.96117
H -1.65552 2.70900 2.93986
H -0.08856 3.38391 3.39847
O 0.56509 -0.98112 7.96400
S -0.39574 -1.75898 8.67430
O -0.30246 -3.21810 8.55408
O -1.03480 -1.22423 9.82815
C -1.93980 -1.98811 7.31867
N -3.10307 -2.15831 7.84978
C -4.10006 -2.14947 6.95878
C -3.85505 -1.99240 5.60031
C -2.53580 -1.85477 5.19412
N -1.54599 -1.86652 6.09620
C -2.10389 -1.67533 3.77668
C -2.98607 -1.73428 2.70600
C -2.51309 -1.54038 1.42515
N -1.22119 -1.28035 1.16271
C -0.36673 -1.23510 2.19921
C -0.76400 -1.43200 3.50386
H -5.10346 -2.27447 7.34511
H -4.67891 -1.99792 4.90307
H -4.03963 -1.93460 2.83530
H -3.18080 -1.59543 0.57533
H 0.66401 -1.00745 1.96174
H -0.03934 -1.38358 4.30440
*
```

Output
LUMO (alpha / beta), eV: -4.465 / -6.115
DFT total energy, eV: -65748.741
Kohn-Sham gap (alpha / beta), eV: 4.74 / 4.91

[3]
Computed, not measured: an isolated molecule of C2H3IN2 at a distorted geometry, with ωB97M-V/def2-TZVPD.

```
! RIJCOSX wB97M-V def2-TZVPD def2/J DEFGRID3
* xyz 0 1
C -0.36999 -0.72225 1.67903
C -0.19449 -0.18474 0.13142
N -0.33685 0.12661 2.82140
N 0.66358 -0.52704 2.64118
I -1.54356 -2.46136 1.75476
H 0.79934 -0.48966 -0.40005
H -0.30452 0.98056 0.06709
H -1.01305 -0.69710 -0.38619
*
```

Output
LUMO, eV: 0.336
Relative energy (zero: lowest compared OMol25 entry of this formula, charge and spin), eV: 1.155
DFT total energy, eV: -13200.661
SMILES: CC1(I)N=N1
Kohn-Sham gap, eV: 9.95

[4]
Computed, not measured: a cluster of 2 separate species, C7H4NO3 in total at a distorted geometry, with ωB97M-V/def2-TZVPD.

```
! RIJCOSX wB97M-V def2-TZVPD def2/J DEFGRID3
* xyz -1 1
C -2.45014 2.02652 -1.12266
C 0.08489 0.97895 1.36841
C 0.32537 -0.35767 0.80869
C -0.92128 1.75424 0.79241
C -0.49140 -0.81477 -0.17786
C -3.47919 -1.52948 0.32371
C -1.74213 1.27429 -0.25190
N -2.85127 2.86309 -1.83198
O -3.03554 -2.57541 0.14445
O -3.98395 -0.53191 0.48204
O -1.60358 -0.13122 -0.63819
H 0.80681 1.53903 2.04918
H 1.17358 -0.96695 1.24965
H -0.80757 2.83571 0.88634
H -0.58967 -1.82065 -0.53326
*
```

Output
LUMO, eV: 3.401
Relative energy (zero: lowest compared OMol25 entry of this formula, charge and spin), eV: 0.227
DFT total energy, eV: -14955.324
Kohn-Sham gap, eV: 4.98

[5]
Computed, not measured: an isolated molecule of C4H7NO at a distorted geometry, with ωB97M-V/def2-TZVPD.

```
! RIJCOSX wB97M-V def2-TZVPD def2/J DEFGRID3
* xyz 0 1
C -1.83387 -0.69401 0.11586
C -0.58945 0.00000 -0.39353
O 0.07172 0.60685 0.71230
C 1.40483 0.95134 0.46944
C 2.13775 -0.16661 -0.16925
N 2.60241 -1.07834 -0.70871
H -2.57242 0.01438 0.50146
H -2.28464 -1.26653 -0.70221
H -1.56369 -1.38812 0.91947
H -0.81560 0.75707 -1.16022
H 0.06922 -0.75017 -0.84936
H 1.86217 1.17415 1.43709
H 1.51158 1.84000 -0.17235
*
```

Output
LUMO, eV: 0.891
Relative energy (zero: lowest compared OMol25 entry of this formula, charge and spin), eV: 1.596
DFT total energy, eV: -7798.049
SMILES: CCOCC#N
Kohn-Sham gap, eV: 11.61

[6]
Computed, not measured: a structure of composition C22H45BBa2F4NO10 at a distorted geometry, with ωB97M-V/def2-TZVPD.

```
! RIJCOSX wB97M-V def2-TZVPD def2/J DEFGRID3
* xyz 2 2
Ba -1.20227 4.52952 -1.99524
Ba 2.48688 2.08380 -1.19242
B -0.37417 1.09692 0.08167
F -0.19944 2.27988 -0.63776
F -0.38612 1.45701 1.32897
F -1.58115 0.53283 -0.37691
F 0.80373 0.40476 -0.20233
C -0.46304 -2.45350 1.57633
C -0.71384 -1.44375 2.44638
C -0.19064 -1.48155 3.72577
C 0.47417 -2.63433 4.15480
C 0.80193 -3.61622 3.15725
C 0.37156 -3.55982 1.86566
N 1.01433 -2.74035 5.56268
O 0.86274 -1.77307 6.27456
O 1.64391 -3.66204 5.90678
H -0.94316 -2.32684 0.61724
H -1.33915 -0.60033 2.19330
H -0.30243 -0.66039 4.41830
H 1.35128 -4.44610 3.57668
H 0.58905 -4.35471 1.16762
C 4.92932 0.26115 -3.99830
O 4.37427 0.34033 -2.65795
C 4.10098 -1.04629 -2.15236
C 2.69427 -1.41365 -2.66988
O 1.84953 -0.18917 -2.66617
C 0.54311 -0.55984 -3.04171
H 4.68443 1.09591 -4.65504
H 4.66594 -0.66183 -4.51486
H 5.99888 0.19366 -3.79937
H 3.98146 -0.79902 -1.09753
H 4.72331 -1.86142 -2.52163
H 2.23972 -2.14832 -2.00524
H 2.61702 -1.93215 -3.62555
H 0.61976 -1.14983 -3.95502
H -0.11688 0.29970 -3.15881
H 0.05053 -1.18679 -2.29847
C 3.13940 0.79493 2.22020
O 4.02873 0.80630 1.17020
C 5.18774 1.60999 1.52248
C 6.01040 1.67990 0.21378
O 5.16655 2.07699 -0.88641
C 5.82245 2.72079 -1.92733
H 2.79270 1.80035 2.45901
H 3.72033 0.37987 3.04381
H 2.27712 0.16518 2.00112
H 5.62039 1.25968 2.45961
H 4.82650 2.60137 1.79590
H 6.51342 0.72674 0.05081
H 6.72160 2.43334 0.55233
H 6.76321 2.20591 -2.12220
H 6.24010 3.72310 -1.83221
H 5.17437 2.66060 -2.80167
C -1.72408 4.79554 1.43858
O -2.42477 4.29901 0.26946
C -3.45317 3.36689 0.50684
C -4.24942 3.10619 -0.73061
O -3.29243 2.90012 -1.78831
C -3.57001 1.70445 -2.55599
H -2.47366 5.18332 2.12841
H -1.09595 5.59911 1.05412
H -1.19094 3.92193 1.81364
H -4.12173 3.68820 1.30552
H -2.98593 2.42630 0.79854
H -4.61626 4.00689 -1.22282
H -4.95524 2.27563 -0.72141
H -3.05345 0.82013 -2.18286
H -3.01373 1.84151 -3.48328
H -4.62836 1.48376 -2.69492
C -5.01231 -0.75392 0.19619
O -5.15773 -1.82253 -0.66785
C -4.03821 -2.72044 -0.62548
C -4.20714 -3.75546 0.48508
O -5.10431 -4.74953 0.27575
C -6.41045 -4.24116 0.52189
H -4.11623 -0.21617 -0.11357
H -5.01888 -1.05274 1.24441
H -5.79513 0.00198 0.13372
H -3.14576 -2.12199 -0.44245
H -3.95732 -3.45506 -1.42666
H -4.33241 -3.28588 1.46074
H -3.21486 -4.19928 0.56578
H -6.87921 -4.99313 1.15664
H -6.95147 -4.32240 -0.42087
H -6.47421 -3.25012 0.97120
*
```

Output
LUMO (alpha / beta), eV: -5.265 / -6.000
DFT total energy, eV: -58428.026
Kohn-Sham gap (alpha / beta), eV: 5.03 / 6.44